# C56H69BIN6O3PReS

C56H69BIN6O3PReS as an isolated structure (the ωB97M-V functional and the def2-TZVPD basis, the Open Molecules 2025 dataset).

Computed properties:
Lowest unoccupied orbital energy (alpha / beta) = -7.757 / -7.289 eV
Relative energy (zero: lowest compared OMol25 entry of this formula, charge and spin) = 0.305 eV
Orbital gap (alpha / beta) = 5.315 / 5.820 eV
Total energy = -3869.62897 Ha

ORCA input file:
```
! RIJCOSX wB97M-V def2-TZVPD def2/J DEFGRID3
* xyz 2 2
Re -0.023 -0.162 -0.170
C 0.191 -3.581 2.880
C -0.821 -2.442 2.726
C -1.918 -2.591 3.783
C -0.093 -1.150 2.899
C 0.350 -0.676 4.117
C 1.024 0.508 3.866
C 1.609 1.434 4.888
C 0.473 2.079 5.698
C 2.571 0.682 5.814
N 0.988 0.727 2.546
N 0.282 -0.270 1.921
B 1.738 1.754 1.699
N 0.711 2.544 0.867
N -0.082 1.930 -0.087
C -0.706 2.965 -0.780
C -0.362 4.154 -0.194
C 0.538 3.862 0.831
C 1.207 4.826 1.761
C 1.272 6.230 1.154
C 0.471 4.833 3.108
C -1.501 2.910 -2.050
C -0.562 3.243 -3.229
C -2.626 3.952 -2.076
N 2.657 0.989 0.727
N 2.083 0.145 -0.189
C 3.091 -0.446 -0.883
C 4.296 0.021 -0.389
C 3.994 0.928 0.617
C 5.013 1.658 1.448
C 4.969 3.181 1.280
C 4.964 1.242 2.922
C 2.928 -1.430 -1.998
C 3.377 -0.806 -3.328
C 3.711 -2.713 -1.706
H -0.300 -4.543 2.733
H 1.002 -3.487 2.160
H 0.623 -3.562 3.886
H -1.259 -2.484 1.734
H -1.477 -2.785 4.763
H -2.534 -1.697 3.860
H -2.563 -3.435 3.532
H 0.203 -1.142 5.079
H 2.158 2.228 4.382
H -0.077 1.319 6.259
H 0.886 2.794 6.412
H -0.236 2.604 5.053
H 2.024 0.020 6.490
H 3.292 0.083 5.255
H 3.123 1.397 6.426
H 2.358 2.489 2.390
H -0.696 5.135 -0.494
H 2.226 4.484 1.931
H 0.276 6.675 1.077
H 1.873 6.876 1.795
H 1.729 6.218 0.163
H -0.553 5.195 2.981
H 0.435 3.832 3.543
H 0.984 5.495 3.808
H -1.930 1.919 -2.166
H -0.238 4.282 -3.147
H 0.331 2.626 -3.253
H -1.095 3.123 -4.175
H -2.210 4.954 -2.209
H -3.285 3.758 -2.924
H -3.214 3.952 -1.165
H 5.286 -0.249 -0.726
H 5.968 1.322 1.047
H 4.097 3.609 1.775
H 5.858 3.626 1.730
H 4.945 3.464 0.224
H 4.122 1.707 3.438
H 4.884 0.157 3.026
H 5.881 1.559 3.423
H 1.887 -1.722 -2.074
H 4.419 -0.483 -3.267
H 3.296 -1.543 -4.130
H 2.776 0.066 -3.596
H 4.789 -2.529 -1.717
H 3.446 -3.124 -0.729
H 3.482 -3.460 -2.466
I -0.204 -0.203 -2.837
C -2.124 -0.111 -3.657
C -1.971 0.008 -5.011
C -3.080 0.077 -5.862
C -4.317 0.017 -5.308
C -4.498 -0.121 -3.911
C -5.830 -0.199 -3.444
C -6.091 -0.362 -2.124
C -5.018 -0.424 -1.224
C -3.693 -0.328 -1.598
P -2.598 -0.338 -0.098
C -3.484 -1.580 0.974
C -3.637 -2.910 0.571
C -4.427 -3.786 1.299
C -5.109 -3.352 2.428
C -4.975 -2.034 2.831
C -4.162 -1.159 2.122
C -3.079 1.220 0.782
C -4.123 2.049 0.392
C -4.510 3.130 1.182
C -3.852 3.407 2.367
C -2.794 2.595 2.764
C -2.417 1.516 1.982
C -3.389 -0.193 -3.002
H -0.974 0.048 -5.437
H -2.941 0.169 -6.930
H -5.201 0.068 -5.932
H -6.633 -0.134 -4.169
H -7.105 -0.440 -1.756
H -5.267 -0.539 -0.180
H -3.168 -3.256 -0.334
H -4.524 -4.813 0.966
H -5.746 -4.031 2.982
H -5.506 -1.671 3.703
H -4.095 -0.139 2.468
H -4.658 1.866 -0.528
H -5.338 3.750 0.859
H -4.165 4.240 2.984
H -2.278 2.790 3.697
H -1.623 0.875 2.336
C -0.225 -8.729 1.159
C -0.291 -7.336 0.590
C -1.453 -6.865 -0.017
C -1.517 -5.593 -0.561
C -0.401 -4.776 -0.483
C 0.785 -5.228 0.096
C 0.827 -6.498 0.637
S -0.388 -3.224 -1.286
O 0.468 -3.372 -2.429
O -1.735 -2.779 -1.566
O 0.238 -2.224 -0.249
H -1.218 -9.110 1.398
H 0.386 -8.755 2.062
H 0.229 -9.410 0.435
H -2.321 -7.512 -0.074
H -2.424 -5.243 -1.041
H 1.663 -4.593 0.098
H 1.739 -6.851 1.107
*
```